{
  "formula": "C11H26CaN4O6S",
  "method": "the ωB97M-V functional and the def2-TZVPD basis",
  "gap_ha": [0.2072, 0.1559],
  "elements": ["Ca", "S", "O", "O", "O", "O", "O", "O", "N", "N", "N", "N", "C", "C", "C", "C", "C", "C", "C", "C", "C", "C", "C", "H", "H", "H", "H", "H", "H", "H", "H", "H", "H", "H", "H", "H", "H", "H", "H", "H", "H", "H", "H", "H", "H", "H", "H", "H", "H"],
  "xyz": [[1.170, 0.222, -0.441], [1.570, 0.412, 2.573], [-1.927, 0.469, 0.932], [1.976, 3.431, -0.578], [-1.381, -1.973, 0.594], [3.197, -1.797, -1.507], [-0.580, -0.100, -2.356], [2.397, 1.311, -1.912], [-0.164, -2.002, 0.153], [1.090, 2.687, 0.019], [2.086, -1.962, -0.915], [-0.807, 1.203, 0.708], [-0.873, 2.443, 1.232], [2.272, -4.420, -1.339], [0.174, 3.313, 0.790], [2.411, -0.918, 3.441], [2.756, 1.744, 2.825], [1.561, -3.225, -0.822], [-0.617, -4.416, -0.134], [0.221, 4.752, 1.149], [0.270, -3.232, -0.255], [-2.748, 0.105, -3.548], [-1.929, 2.912, 2.164], [0.438, 4.880, 2.221], [-0.751, 5.227, 0.955], [-1.619, 0.069, -2.858], [-2.599, 2.090, 2.425], [2.290, 2.528, 3.433], [3.033, 2.168, 1.855], [-0.970, -4.520, 0.896], [2.241, -1.839, 2.871], [-3.292, 1.015, -3.269], [-1.659, -0.524, 0.727], [-0.149, -0.741, -2.959], [2.352, 2.300, -1.607], [2.135, -4.533, -2.427], [1.875, -5.322, -0.858], [1.990, -1.036, 4.447], [0.991, 5.255, 0.556], [-2.522, 3.720, 1.716], [3.481, -0.708, 3.500], [-1.500, -4.318, -0.777], [-1.478, 3.313, 3.080], [3.345, -4.345, -1.122], [-2.494, 0.103, -4.611], [-3.315, -0.785, -3.254], [2.337, 1.243, -2.884], [3.640, 1.357, 3.336], [-0.102, -5.334, -0.413]],
  "forces_ev_per_angstrom": [[-1.182, -0.012, 0.792], [0.017, -0.072, -0.186], [-0.216, -1.536, 0.194], [0.629, -0.215, -0.297], [1.137, -0.532, -0.477], [-0.428, -0.617, 0.301], [-0.059, -0.279, -0.611], [0.337, 0.407, -1.421], [-1.167, -0.656, 0.152], [-1.661, 2.020, 1.178], [0.716, -0.575, -0.613], [-0.800, 2.902, 1.066], [0.088, -3.491, -1.240], [0.133, -0.394, 0.016], [2.607, -1.205, -1.322], [-0.159, -0.500, 0.177], [0.007, 0.606, -0.013], [0.043, 1.022, 0.010], [-0.090, -0.377, 0.034], [-0.085, 0.345, -0.128], [-0.055, 1.116, 0.252], [-1.962, 0.020, -1.004], [-0.483, -0.106, 0.085], [-0.002, 0.040, -0.228], [0.240, 0.006, 0.062], [1.409, -0.139, 0.826], [0.122, 0.158, -0.054], [0.223, -0.146, -0.126], [0.009, 0.001, 0.236], [-0.067, 0.088, -0.123], [0.121, 0.131, 0.221], [0.572, -0.113, 0.222], [-0.618, 1.265, 0.522], [-0.444, 0.348, 0.242], [-0.010, -0.027, 0.186], [0.160, 0.103, 0.306], [0.197, 0.189, -0.171], [0.223, 0.012, -0.249], [-0.143, -0.128, 0.165], [0.073, -0.127, 0.067], [-0.163, -0.178, -0.044], [0.122, 0.109, 0.184], [0.002, -0.042, -0.188], [-0.254, 0.044, -0.197], [0.321, -0.033, 0.318], [0.492, 0.113, 0.123], [0.212, 0.248, 0.865], [-0.133, 0.134, -0.114], [-0.031, 0.077, 0.002]],
  "nbo_charge": [1.76, 0.17, -0.61, -0.64, -0.46, -0.41, -0.85, -1.08, -0.12, -0.18, -0.17, -0.26, 0.21, -0.68, 0.04, -0.74, -0.74, 0.14, -0.67, -0.67, 0.13, -0.60, -0.69, 0.21, 0.21, 0.36, 0.25, 0.22, 0.24, 0.25, 0.23, 0.22, 0.49, 0.47, 0.52, 0.24, 0.22, 0.22, 0.26, 0.23, 0.22, 0.24, 0.23, 0.25, 0.20, 0.21, 0.49, 0.22, 0.22]
}

***

{
  "formula": "C11H26N5O5S",
  "method": "the ωB97M-V functional and the def2-TZVPD basis",
  "gap_ha": 0.2827,
  "total_charge": -1,
  "elements": ["S", "O", "O", "O", "O", "O", "N", "N", "N", "N", "N", "C", "C", "C", "C", "C", "C", "C", "C", "C", "C", "C", "H", "H", "H", "H", "H", "H", "H", "H", "H", "H", "H", "H", "H", "H", "H", "H", "H", "H", "H", "H", "H", "H", "H", "H", "H", "H"],
  "xyz": [[2.932, 0.469, -0.577], [1.891, 3.645, -3.222], [-1.221, -2.904, -0.232], [-1.164, 1.912, 0.006], [-1.525, -1.546, -1.996], [-1.510, -2.424, 3.424], [-1.639, -4.251, 2.112], [0.890, 2.901, -5.116], [-2.490, -4.295, 4.268], [1.267, -1.601, -0.275], [1.623, 1.410, -3.516], [2.371, -0.980, 0.393], [-1.238, 2.184, -1.383], [-1.844, -3.586, 3.277], [3.308, 1.711, 0.711], [-2.305, 1.196, 0.463], [0.004, -0.873, -0.242], [2.057, 2.562, 1.033], [-0.496, -0.528, 1.167], [1.499, 2.706, -3.899], [-1.024, -1.845, -0.898], [-1.954, -0.094, 1.247], [0.777, 3.847, -5.425], [1.299, 0.640, -4.069], [-2.790, -5.244, 4.162], [1.501, 2.094, 1.846], [0.549, 2.154, -5.689], [3.200, -1.693, 0.401], [2.320, 3.567, 1.372], [1.137, -2.565, -0.001], [4.125, 2.332, 0.355], [-2.631, -0.896, 0.953], [0.058, 0.001, -0.886], [2.207, -0.675, 1.435], [-2.668, -3.818, 5.130], [-0.388, -1.428, 1.764], [0.127, 0.246, 1.627], [3.608, 1.156, 1.600], [-0.323, 2.682, -1.703], [-1.297, -3.703, 1.325], [2.048, 1.215, -2.618], [-2.863, 1.875, 1.122], [-2.114, 2.802, -1.622], [1.403, 2.603, 0.168], [-1.342, 1.245, -1.944], [-1.932, -5.195, 1.959], [-2.168, 0.100, 2.302], [-2.987, 0.946, -0.354]],
  "forces_ev_per_angstrom": [[0.541, 0.089, 0.281], [-0.014, 0.060, -0.044], [0.052, -0.096, -0.153], [-0.169, 0.064, -0.306], [0.016, 0.220, 0.234], [-0.037, 0.135, 0.669], [0.208, -0.077, 0.628], [0.026, 0.086, -0.106], [0.037, 0.020, 0.294], [0.342, 0.560, -0.053], [0.222, 0.103, -0.007], [0.265, -0.449, 0.000], [-0.169, -0.386, -0.093], [-0.207, -0.370, -0.801], [-1.044, -0.014, -0.043], [-0.204, -0.130, 0.431], [-1.017, -0.499, -0.245], [0.379, -0.327, 0.265], [0.346, 0.000, -0.312], [-0.023, -0.204, 0.055], [0.151, -0.202, -0.112], [0.013, 0.673, 0.317], [-0.007, 0.011, 0.034], [-0.128, -0.010, 0.058], [0.007, 0.005, -0.066], [-0.135, -0.019, -0.114], [-0.031, -0.040, 0.052], [-0.043, 0.027, 0.040], [0.045, 0.024, -0.127], [-0.123, -0.016, 0.114], [0.108, -0.134, -0.065], [0.135, -0.110, -0.152], [0.263, 0.016, 0.116], [-0.130, 0.253, -0.097], [0.015, 0.010, 0.006], [-0.031, -0.017, 0.145], [-0.012, 0.034, -0.103], [0.337, 0.103, -0.034], [-0.010, 0.104, 0.149], [-0.063, 0.228, -0.584], [-0.203, -0.002, -0.095], [-0.006, -0.041, -0.026], [0.108, 0.161, 0.047], [-0.038, 0.226, 0.017], [0.063, 0.043, -0.013], [-0.126, -0.004, 0.051], [0.032, -0.139, 0.001], [0.258, 0.032, -0.253]],
  "nbo_charge": [0.13, -0.68, -0.85, -0.57, -0.75, -0.68, -0.86, -0.86, -0.87, -0.64, -0.85, -0.31, -0.26, 0.77, -0.52, -0.06, -0.18, -0.62, -0.42, 0.77, 0.79, -0.42, 0.40, 0.39, 0.38, 0.21, 0.38, 0.20, 0.19, 0.39, 0.22, 0.22, 0.20, 0.17, 0.39, 0.24, 0.18, 0.21, 0.19, 0.47, 0.43, 0.16, 0.15, 0.24, 0.20, 0.37, 0.20, 0.18]
}

***

> What is the formula in the second record?

C11H26N5O5S